Record 1
Here is the molecule C6H6O2 in a non-equilibrium geometry from the OMol25 dataset. Energies are from wB97M-V/def2-TZVPD.

CARTESIAN COORDINATES (ANGSTROEM)
C1 -3.0712 0.2682 0.1962
C2 -1.9048 0.0778 -0.0203
C3 -0.5133 -0.0919 -0.1684
C4 0.1277 -1.2304 0.2249
C5 1.5459 -1.3533 0.0692
O1 0.0395 1.0422 -0.9236
C6 0.6523 2.0451 -0.2382
O2 0.6853 2.1151 0.9648
H1 -4.1323 0.3057 0.2165
H2 -0.5531 -1.9899 0.5857
H3 1.9543 -0.3615 -0.1952
H4 1.9165 -2.0178 -0.7098
H5 2.0709 -1.5624 0.9411
H6 1.1823 2.7530 -0.9431

Atoms 1-3, force components in eV/Å:
0.1 -0.3 -0.4
-0.8 0.2 0.5
0.6 -0.2 -0.2

E in eV: -10411.0980
LUMO energy in eV: 0.814
HOMO level in eV: -9.16
ΔE to the lowest compared entry with this formula, charge and spin in eV: 2.311
SMILES: C#C/C(=C/C)OC=O

Record 2
Here is C20H23MgPSe2 as an isolated structure in a non-equilibrium geometry from the OMol25 dataset. Energies are from wB97M-V/def2-TZVPD.

CARTESIAN COORDINATES (ANGSTROEM)
C1 -0.1910 0.0212 -1.2416
C2 -0.9641 2.8735 -0.8547
C3 -1.6751 0.2809 -0.8801
H1 -0.0710 -1.0430 -1.4755
C4 -2.3058 2.9588 -1.2956
H2 -0.6430 3.5625 -0.0599
H3 -2.0870 -0.4767 -0.1953
H4 -2.9099 3.8544 -1.1038
C5 -2.5565 0.5387 -2.0994
H5 -3.5351 0.0853 -1.8801
H6 -2.1685 0.0278 -2.9939
C6 0.3031 1.0239 -2.2662
H7 -0.2281 0.8629 -3.2157
H8 1.3645 0.8365 -2.4845
C7 0.1652 2.4975 -1.8121
H9 0.0714 3.1073 -2.7252
H10 1.1128 2.8034 -1.3436
C8 -2.7807 2.0575 -2.4304
H11 -2.2930 2.2843 -3.3963
H12 -3.8586 2.2234 -2.5899
Mg1 -2.1851 1.8217 0.3084
H13 1.4731 -1.0033 -1.5998
Se1 2.4256 -1.8292 -0.6857
P1 1.3912 -1.1434 1.1955
Se2 0.4009 0.7612 0.5576
C9 0.1722 -2.3346 1.8123
C10 -0.2764 -2.2015 3.1439
C11 -1.2518 -3.0756 3.6299
C12 -1.7997 -4.0550 2.7916
C13 -1.3537 -4.1810 1.4692
C14 -0.3547 -3.3352 0.9791
C15 2.6465 -0.8909 2.4723
C16 2.7957 0.3479 3.1207
C17 3.7215 0.4703 4.1605
C18 4.5120 -0.6220 4.5343
C19 4.4000 -1.8385 3.8497
C20 3.4704 -1.9808 2.8187
H14 0.1409 -1.4230 3.7879
H15 -1.5874 -2.9890 4.6643
H16 -2.5773 -4.7207 3.1685
H17 -1.7851 -4.9401 0.8155
H18 0.0297 -3.4469 -0.0389
H19 2.1867 1.1998 2.8090
H20 3.8260 1.4244 4.6789
H21 5.2254 -0.5232 5.3549
H22 5.0365 -2.6821 4.1215
H23 3.3809 -2.9252 2.2771

Atoms 1-3, force components in eV/Å:
-2.7 1.4 1.3
2.2 1.5 -1.8
-0.4 -1.8 -1.5

E in eV: -166532.3513
LUMO energy (spin up / spin down) in eV: -0.093 / -0.462
HOMO level (spin up / spin down) in eV: -5.15 / -4.38
ΔE to the lowest compared entry with this formula, charge and spin in eV: 1.530

Record 3
Here is an isolated ion of composition C18H41IN7O3P2 and charge +1 in a non-equilibrium geometry from the OMol25 dataset. Energies are from wB97M-V/def2-TZVPD.

CARTESIAN COORDINATES (ANGSTROEM)
H1 4.3191 -7.1650 0.6749
N1 4.4533 -6.1443 0.6455
C1 4.2780 -5.7421 -0.5782
N2 3.9139 -6.7376 -1.5631
N3 4.4453 -4.3380 -0.9177
C2 3.5548 -3.5358 -0.0301
C3 3.7463 -1.9743 -0.2535
C4 2.3565 -1.2076 -0.3637
C5 2.1787 -0.0260 0.6702
N4 1.7397 1.2297 0.0202
C6 0.4708 1.5615 0.0006
N5 0.1756 2.8639 -0.6205
C7 -0.6582 3.5430 0.3894
C8 -0.8323 5.0778 -0.0284
I1 0.3645 3.6146 2.3541
O1 -1.9217 2.9541 0.5643
C9 -1.9430 1.5284 0.4174
C10 -2.5343 1.2440 -1.0527
C11 -3.5774 2.3609 -1.5152
C12 -2.9388 3.3868 -2.5443
O2 -4.6017 1.6500 -2.2709
P1 -3.2311 0.9723 1.7337
C13 -4.0450 -0.6442 1.2361
C14 -2.2244 0.7353 3.3392
C15 -3.1887 -0.0880 4.3162
N6 -0.6148 0.8301 0.5764
N7 -0.7783 -0.4395 -0.0690
C16 -0.7373 -1.5680 0.8786
C17 -1.2762 -2.8556 0.0772
P2 3.0518 2.2518 -0.6932
C18 2.6559 2.4579 -2.5155
O3 2.9195 3.8252 -0.0480
H2 3.3468 -6.3365 -2.3125
H3 3.3310 -7.4633 -1.1426
H4 5.4114 -4.0382 -0.7853
H5 3.7005 -3.7572 1.0603
H6 2.5047 -3.8646 -0.2900
H7 4.4607 -1.5085 0.4751
H8 4.2463 -1.8836 -1.2653
H9 2.3179 -0.7391 -1.3945
H10 1.5482 -1.9819 -0.3491
H11 1.5297 -0.2471 1.5538
H12 3.2069 0.1845 1.0885
H13 -0.3050 2.7395 -1.5163
H14 -1.9289 5.2994 0.0848
H15 -0.2054 5.7441 0.6082
H16 -0.5748 5.2419 -1.1063
H17 -3.0767 0.2724 -1.1233
H18 -1.7306 1.2271 -1.8433
H19 -4.1168 2.8504 -0.6702
H20 -2.2651 2.8884 -3.2904
H21 -3.8045 3.8245 -3.1243
H22 -2.4264 4.2547 -2.0577
H23 -4.2031 1.5006 -3.1431
H24 -4.1272 -1.3980 2.0724
H25 -5.1091 -0.3967 0.9534
H26 -3.5944 -1.1710 0.3580
H27 -1.2393 0.2359 3.1651
H28 -2.0992 1.7527 3.8080
H29 -2.9734 -1.1938 4.2992
H30 -4.2509 0.0213 3.9391
H31 -3.1949 0.3253 5.3549
H32 -0.1167 -0.5448 -0.8374
H33 0.2841 -1.8580 1.2423
H34 -1.3919 -1.4567 1.7740
H35 -0.5777 -3.7139 0.3070
H36 -2.2752 -3.1638 0.4749
H37 -1.2496 -2.7058 -1.0308
H38 1.8847 1.6696 -2.7700
H39 2.2508 3.4813 -2.7455
H40 3.5794 2.2717 -3.1258
H41 3.7134 4.0162 0.4745

Atoms 1-3, force components in eV/Å:
0.0 0.5 0.2
0.0 0.7 -1.7
0.2 -2.1 1.9

E in eV: -62572.3466
Net charge: +1
LUMO energy in eV: -3.689
HOMO level in eV: -10.93
ΔE to the lowest compared entry with this formula, charge and spin in eV: 0.000
SMILES: [H]/N=C(\N)NCCCCN(C1=[NH+][C@](C)(I)O[C@](C[C@@H](C)O)(P(C)CC)N1NCC)P(C)O

Record 4
Here is a 2-piece molecular cluster, C3H8I2Si overall in a non-equilibrium geometry from the OMol25 dataset. Energies are from wB97M-V/def2-TZVPD.

CARTESIAN COORDINATES (ANGSTROEM)
C1 1.1141 -0.9387 1.1716
C2 -0.0439 0.6577 -2.1089
C3 0.2237 0.2882 1.3450
Si1 -0.6748 0.7726 -0.2869
I1 -3.1240 -2.0026 -0.4862
I2 -2.5962 2.2770 0.0502
H1 2.0861 -0.6334 0.6988
H2 1.5759 -1.3776 2.1190
H3 0.5770 -1.8013 0.7185
H4 0.5591 -0.2840 -1.9113
H5 -0.9113 0.3144 -2.7758
H6 0.5399 1.5247 -2.4192
H7 1.0024 0.9972 1.6489
H8 -0.3279 0.2059 2.2363

Atoms 1-3, force components in eV/Å:
1.5 -1.6 0.4
-0.9 -2.2 1.6
2.0 0.1 -1.1

E in eV: -27319.2463
LUMO energy in eV: -1.594
HOMO level in eV: -7.90
ΔE to the lowest compared entry with this formula, charge and spin in eV: 2.024

Record 5
Here is C16H40O12V2 as an isolated structure in a non-equilibrium geometry from the OMol25 dataset. Energies are from wB97M-V/def2-TZVPD.

CARTESIAN COORDINATES (ANGSTROEM)
O1 0.5881 2.8461 3.2438
V1 0.1080 2.7207 1.7104
O2 0.0634 4.2317 1.1071
O3 0.0279 1.3248 -2.9401
V2 -1.3608 1.0803 -2.1719
O4 -2.2062 0.0493 -2.9938
C1 -0.5552 0.5242 0.3362
O5 -0.6990 1.6711 -0.1147
O6 -0.8666 -0.3515 -0.4524
O7 -0.0347 0.4655 1.4232
C2 -0.3320 4.9455 -3.3966
C3 -1.3751 4.3147 -2.4684
C4 -2.3975 5.2598 -1.9074
O8 -1.9307 3.2055 -3.0878
H1 -0.7765 5.2162 -4.3543
H2 0.4547 4.2342 -3.6479
H3 0.1595 5.8367 -3.0063
H4 -0.7710 3.9273 -1.6479
H5 -1.9391 6.0583 -1.3240
H6 -3.0804 4.7176 -1.2533
H7 -3.0249 5.6342 -2.7163
H8 -2.5802 3.4534 -3.7499
C5 3.5642 1.4515 -1.0608
C6 3.0897 2.7649 -0.4053
C7 2.0782 3.4752 -1.2913
O9 2.5067 2.5889 0.8889
H9 4.1995 0.8685 -0.3940
H10 4.1315 1.7930 -1.9267
H11 2.7204 0.8301 -1.3607
H12 3.9250 3.4227 -0.1648
H13 2.4236 3.6656 -2.3074
H14 1.8671 4.4797 -0.9246
H15 1.1447 2.9185 -1.3741
H16 3.2509 2.2743 1.4073
C8 2.8548 -1.9728 -0.3414
C9 1.8948 -2.9800 -1.0447
C10 1.0704 -3.6149 0.0145
O10 1.0539 -2.2182 -1.8704
H17 2.4443 -1.2807 0.3940
H18 3.4268 -1.4496 -1.1076
H19 3.5302 -2.5761 0.2651
H20 2.4002 -3.7182 -1.6674
H21 1.6129 -4.1962 0.7600
H22 0.3480 -4.3043 -0.4225
H23 0.3913 -2.8618 0.4143
H24 0.5181 -1.6274 -1.3361
C11 -3.6138 -4.2819 1.0483
C12 -2.9961 -3.3143 -0.0259
C13 -3.9008 -3.2581 -1.2360
O11 -2.7959 -2.0350 0.5793
H25 -2.9261 -4.4315 1.8806
H26 -3.9902 -5.2363 0.6801
H27 -4.4749 -3.8239 1.5349
H28 -2.0547 -3.7409 -0.3719
H29 -4.1717 -4.2707 -1.5347
H30 -3.4048 -2.8069 -2.0953
H31 -4.7954 -2.6842 -0.9943
H32 -2.0656 -1.5395 0.2014
C14 1.5444 -2.4022 5.0778
C15 0.8663 -2.0571 3.7510
C16 -0.4336 -2.9205 3.4698
O12 0.4411 -0.7180 3.8363
H33 2.3557 -1.7358 5.3705
H34 2.1369 -3.3163 5.0395
H35 0.7801 -2.4416 5.8540
H36 1.6323 -2.1616 2.9826
H37 -1.2624 -2.6273 4.1141
H38 -0.2628 -3.9677 3.7198
H39 -0.6411 -2.9141 2.3997
H40 0.1142 -0.4130 2.9868

Atoms 1-3, force components in eV/Å:
-1.3 -0.3 -2.7
2.8 1.9 0.4
-0.4 -2.8 1.1

E in eV: -93186.3719
LUMO energy in eV: -2.066
HOMO level in eV: -9.29
ΔE to the lowest compared entry with this formula, charge and spin in eV: 0.000

Record 6
Here is an isolated ion of composition C5H11N2S and charge +1 in a non-equilibrium geometry from the OMol25 dataset. Energies are from wB97M-V/def2-TZVPD.

CARTESIAN COORDINATES (ANGSTROEM)
C1 2.3113 -0.5287 0.6814
C2 2.3995 -0.2111 -0.7770
C3 -0.2870 0.3840 -0.4303
C4 -0.3649 1.7446 -0.0180
C5 -1.5917 -1.2473 0.9598
N1 1.2934 -0.6742 1.3312
N2 -1.5552 -0.4209 -0.2341
S1 0.7435 -0.3940 -1.6015
H1 3.1917 -0.7180 1.1665
H2 2.7851 0.8530 -0.8596
H3 3.0565 -1.0135 -1.1246
H4 0.1489 2.3603 -0.6517
H5 0.0387 1.8993 1.0160
H6 -1.5039 2.0704 0.0472
H7 -0.9503 -2.1604 1.0388
H8 -1.2854 -0.6989 1.8032
H9 -2.5039 -1.6962 1.3844
H10 -2.2517 0.2899 -0.0117
H11 -1.7536 -0.9641 -1.0301

Atoms 1-3, force components in eV/Å:
-0.9 0.3 -1.4
-0.4 0.9 0.3
-0.7 -2.4 -2.1

E in eV: -19167.3237
Net charge: +1
LUMO energy (spin up / spin down) in eV: -3.113 / -5.291
Multiplicity: 3
HOMO level (spin up / spin down) in eV: -11.90 / -13.95
ΔE to the lowest compared entry with this formula, charge and spin in eV: 0.958

Record 7
Here is C6H22BO9Y as an isolated structure in a non-equilibrium geometry from the OMol25 dataset. Energies are from wB97M-V/def2-TZVPD.

CARTESIAN COORDINATES (ANGSTROEM)
Y1 -0.1699 -0.1122 -0.9347
B1 -0.2085 -1.2330 -3.0900
H1 -1.3290 -1.5297 -2.8539
H2 0.1139 -1.7374 -4.1437
H3 -0.1990 -0.0631 -3.0341
H4 0.5321 -1.6238 -2.2707
O1 2.5074 2.4320 0.8439
C1 2.6776 2.8260 -0.3557
C2 2.6838 1.8022 -1.5613
O2 1.9945 0.6206 -1.5381
H5 3.5802 3.5146 -0.4985
H6 1.7941 3.5184 -0.6659
H7 3.7675 1.4947 -1.5977
H8 2.4460 2.4232 -2.4643
O3 1.9070 -0.6755 3.2544
C3 2.2175 -1.7919 2.6795
C4 1.4844 -2.3194 1.4000
O4 1.3784 -1.6038 0.2570
H9 2.0671 -2.6529 3.4215
H10 3.3203 -1.7848 2.4091
H11 0.4304 -2.6138 1.6905
H12 1.9671 -3.3300 1.2382
O5 -1.8274 1.3094 3.9436
C5 -2.4709 0.5297 3.0972
C6 -2.0355 0.6140 1.5707
O6 -0.7771 0.9227 1.1772
H13 -3.5876 0.6827 3.2344
H14 -2.3519 -0.5623 3.4103
H15 -2.7721 1.4072 1.2074
H16 -2.3917 -0.3067 1.0332
O7 -0.7806 2.0927 -1.8535
H17 -1.3052 2.7626 -1.4021
H18 -0.8117 2.3078 -2.7893
O8 -1.4356 -2.1180 -0.2197
H19 -1.2540 -2.7860 0.4505
H20 -2.3214 -2.2832 -0.5494
O9 -2.5884 0.0143 -1.3653
H21 -2.8612 -0.0374 -2.2879
H22 -3.3905 -0.1097 -0.8428

Atoms 1-3, force components in eV/Å:
4.0 0.8 5.2
-0.1 -1.2 -1.9
-0.8 -0.5 0.3

E in eV: -26707.5600
Net charge: -4
LUMO energy in eV: 8.122
HOMO level in eV: 6.16
ΔE to the lowest compared entry with this formula, charge and spin in eV: 0.000

> Which value of E does entry 1 give?

-10411.0980 eV

> Which value of E does entry 5 give?

-93186.3719 eV

> Among the records above, which one has the highest E?

C6H6O2